[1]
51
Properties=species:S:1:pos:R:3:forces:R:3 method="wB97M-V/def2-TZVPD" gap_ev="6.12 / 5.53" total_energy_ev=-345385.106 spin_multiplicity=3 lumo_ev="4.15 / 3.37" homo_ev="-2.0 / -2.2" s_squared=2.03 e_above_lowest_kcal_mol=0.0 charge=-2
V 0.22529 0.78076 -1.09149 0.014 -0.002 -0.180
C 4.57616 1.94812 -1.16745 0.018 -0.002 -0.002
C 5.16152 0.76178 -0.74580 -0.006 -0.010 0.006
C 4.35677 -0.34223 -0.51482 -0.002 0.014 0.006
C 2.97655 -0.24888 -0.69957 0.082 0.013 0.010
C 2.35401 0.94554 -1.10268 -0.033 -0.092 0.063
C 3.19912 2.03051 -1.33599 -0.040 0.049 -0.007
C 2.11717 -1.44499 -0.59838 0.007 0.019 -0.037
C 2.58134 -2.68712 -0.08877 -0.015 -0.042 -0.005
C 1.79646 -3.78878 -0.18812 -0.014 -0.030 0.004
C 0.54681 -3.70940 -0.84623 -0.007 0.039 -0.009
C -0.26293 -4.83943 -1.09897 0.013 0.001 0.014
C -1.42761 -4.70773 -1.79907 -0.020 -0.008 -0.012
C -1.82901 -3.43917 -2.26773 -0.003 0.002 0.017
C -1.08454 -2.32540 -2.00760 0.005 0.021 0.019
C 0.12490 -2.43717 -1.28394 0.038 -0.013 0.003
N 0.89552 -1.32515 -1.08394 -0.027 -0.008 0.016
H 5.19607 2.81745 -1.36129 0.003 -0.002 0.002
H 6.23427 0.69327 -0.60619 0.003 0.001 0.000
H 4.82146 -1.27290 -0.21051 -0.001 -0.003 0.002
H 2.76889 2.97561 -1.64869 0.005 -0.010 -0.005
H 3.54816 -2.74126 0.38827 -0.001 0.010 0.001
H 2.12606 -4.74314 0.20915 -0.006 -0.003 0.000
H 0.06627 -5.80852 -0.73975 0.000 0.003 0.003
H -2.04467 -5.57558 -1.99907 0.000 0.002 0.003
H -2.75255 -3.34261 -2.82431 0.000 0.000 -0.001
H -1.37842 -1.34713 -2.36158 0.000 0.001 0.005
Se -3.20564 7.82341 -1.46125 -0.015 0.015 -0.019
Sb -2.21254 6.13915 -0.03702 -0.030 0.028 0.026
Se 0.20594 3.35174 -0.61202 -0.024 -0.075 0.086
Se -1.83534 4.08354 -1.54037 -0.063 0.039 -0.099
Se -3.55135 5.50589 1.91516 0.057 -0.073 -0.003
N -1.99695 2.46086 1.60774 -0.137 -0.097 -0.129
C -1.86056 0.97842 1.79027 0.001 0.113 0.005
C -2.94167 0.49360 2.73697 0.007 0.022 -0.007
P -0.13452 0.67931 2.36218 0.031 -0.046 -0.028
O -0.22788 -0.74449 3.14780 0.014 -0.003 0.028
O 0.23632 1.73653 3.33830 -0.006 0.015 0.026
O 0.64297 0.41784 1.09830 -0.024 0.087 0.042
P -1.98259 0.17533 0.08161 -0.020 0.118 -0.020
O -3.32641 0.98544 -0.46832 -0.044 0.013 0.015
O -2.39690 -1.24796 0.34987 0.004 -0.056 -0.010
O -0.30376 0.79478 -2.57872 0.044 0.003 0.063
H -2.03982 2.98515 2.48280 0.067 -0.019 0.033
H -2.83508 2.69405 1.06069 0.017 0.004 0.068
H -1.19363 2.84593 1.05309 0.084 -0.014 0.038
H -2.78979 0.89206 3.74517 -0.002 -0.003 0.003
H -2.92302 -0.59365 2.76818 0.000 0.007 -0.004
H -3.92990 0.81374 2.39099 0.006 -0.004 -0.010
H -0.19596 -0.53891 4.08911 -0.002 -0.009 -0.018
H -4.09496 0.44180 -0.24601 0.022 -0.015 0.004



[2]
12
Properties=species:S:1:pos:R:3:forces:R:3 method="wB97M-V/def2-TZVPD" gap_ev="9.28 / 9.28" total_energy_ev=-10715.985 spin_multiplicity=1 lumo_ev="-0.05 / -0.06" homo_ev="-9.3 / -9.3" e_above_lowest_kcal_mol=134.3 smiles="C=NN=O.NC=O" charge=0
C -1.69317 1.28830 -0.72980 0.933 0.175 1.968
N -1.65839 0.39832 0.15203 0.447 -0.014 -2.230
N -1.77032 -0.19767 1.17047 -1.639 0.904 2.738
O -1.13433 -1.09118 1.66261 1.268 -1.736 -0.145
H -2.45706 1.29457 -1.40713 -1.511 -0.251 -2.209
H -1.09036 2.13633 -0.54049 0.590 0.939 -0.208
N 1.42955 -1.32988 -0.12250 0.599 -0.663 -0.415
C 1.84266 -0.07637 0.03699 0.436 2.161 -0.577
O 2.60714 0.48385 -0.72612 0.312 0.027 0.264
H 1.88446 -1.93510 -0.85238 -1.122 0.997 1.312
H 0.64977 -1.52180 0.46705 -0.549 -1.273 0.197
H 1.39003 0.55061 0.88927 0.235 -1.266 -0.695



[3]
77
Properties=species:S:1:pos:R:3:forces:R:3 method="wB97M-V/def2-TZVPD" gap_ev=8.51 total_energy_ev=-57783.464 spin_multiplicity=1 lumo_ev=0.37 homo_ev=-8.1 smiles="CP(O)[C@@H](COCN)OCC(F)(F)F.CC(C)=O.CC(C)=O.CC(C)=O.CC(C)=O.CC(C)=O" charge=0
C 1.46863 1.05801 2.96533 0.874 0.067 0.122
P 0.94023 2.82265 3.44784 -1.233 -0.778 1.825
O 2.25456 3.45167 4.34693 -0.447 -0.271 -1.020
C 0.73082 3.91561 1.91114 3.426 0.240 -0.569
C 2.21754 4.28520 1.38892 -0.986 0.840 -0.931
O 2.87527 3.12948 0.80128 0.222 0.518 0.949
C 4.09909 2.83225 1.50526 0.539 0.095 0.480
N 4.88433 1.72912 0.90934 -0.899 -0.044 0.432
O 0.07907 3.28053 0.79711 -0.864 0.380 1.880
C -1.23106 2.79786 1.12685 -0.924 0.108 -1.027
C -1.29808 1.23944 0.74849 1.180 0.452 -1.148
F -0.03550 0.86473 0.24488 -2.641 0.020 1.214
F -2.17213 1.07791 -0.35159 1.164 -0.259 2.501
F -1.63940 0.40707 1.80898 0.369 1.248 -2.254
H 2.26149 0.76432 3.74050 -0.999 0.477 -1.108
H 0.59837 0.33684 3.12769 1.091 1.207 -0.438
H 1.90399 1.00418 1.92235 -0.570 -0.150 1.224
H 1.95314 3.78433 5.21042 -0.151 -0.295 -0.695
H 0.26304 4.89007 2.25278 0.185 -1.117 -0.437
H 2.05277 5.04851 0.54798 0.377 -0.997 1.047
H 2.83907 4.78916 2.19962 -0.892 -0.799 -0.922
H 3.81703 2.51577 2.56178 0.643 0.749 -1.019
H 4.76295 3.76278 1.48099 -1.019 -1.003 0.314
H 4.51000 1.41494 0.00937 0.110 0.275 0.456
H 4.90047 0.93465 1.56291 -0.180 0.463 -0.711
H -1.57530 3.02878 2.17864 0.654 -0.619 -1.013
H -1.97394 3.31512 0.42424 0.957 -0.821 0.906
C 0.21513 -0.52671 -4.72347 -0.029 -0.081 -0.349
C -1.25108 -0.19342 -4.64783 -0.237 0.027 -0.520
C -1.79872 0.22293 -3.30772 -0.246 0.164 -0.128
O -1.96569 -0.25778 -5.62929 0.209 0.013 0.347
H 0.46951 -0.80925 -5.74639 -0.051 0.028 0.113
H 0.80966 0.34512 -4.44279 0.039 -0.124 0.189
H 0.44071 -1.36597 -4.06206 0.111 0.146 0.113
H -1.29364 1.12818 -2.96542 0.111 -0.155 0.137
H -1.66251 -0.58251 -2.58413 0.198 0.198 0.111
H -2.86580 0.43221 -3.40183 0.118 -0.012 -0.003
C 1.43227 -5.13038 -6.20001 0.236 0.216 -0.212
C 1.83567 -4.72574 -4.80686 0.444 0.351 0.178
C 1.06614 -5.32727 -3.66188 0.116 0.193 0.243
O 2.74658 -3.94396 -4.61514 -0.319 -0.226 -0.095
H 2.07088 -4.62091 -6.92380 -0.051 -0.045 0.104
H 1.55338 -6.20850 -6.32384 -0.218 0.004 0.009
H 0.39501 -4.84338 -6.38460 -0.038 -0.214 0.035
H 1.17096 -6.41422 -3.67316 -0.199 0.005 -0.070
H 0.01217 -5.04871 -3.73467 -0.042 -0.214 -0.053
H 1.46412 -4.94696 -2.71934 0.000 -0.030 -0.120
C 5.99967 5.99272 4.64000 0.003 -0.078 -0.361
C 4.53142 6.31459 4.72109 -0.292 -0.061 -0.509
C 3.98086 6.70586 6.06700 -0.370 0.035 -0.105
O 3.81853 6.26076 3.73956 0.207 0.074 0.334
H 6.25568 5.72816 3.61269 -0.056 0.029 0.111
H 6.58821 6.86414 4.93430 0.036 -0.120 0.175
H 6.23079 5.14482 5.28796 0.090 0.148 0.115
H 4.47967 7.60867 6.42481 0.083 -0.142 0.144
H 4.12275 5.88939 6.77824 0.167 0.134 0.083
H 2.91233 6.90908 5.97556 0.118 -0.010 -0.022
C -3.75684 -2.41387 -3.38624 0.303 -0.049 -0.130
C -3.46546 -3.88087 -3.22234 0.364 -0.235 -0.167
C -4.52846 -4.73229 -2.58198 0.293 -0.303 -0.048
O -2.41002 -4.35775 -3.59374 -0.225 0.138 0.130
H -2.90569 -1.92976 -3.85995 -0.206 -0.174 -0.039
H -4.63457 -2.27752 -4.02108 -0.077 0.071 0.179
H -3.92166 -1.95663 -2.40808 -0.230 -0.002 -0.055
H -5.44124 -4.69984 -3.17986 -0.082 0.131 0.197
H -4.72852 -4.37820 -1.56928 -0.307 0.077 -0.140
H -4.18117 -5.76589 -2.52900 -0.017 0.109 -0.029
C -4.21988 -4.63564 1.41820 -0.004 -0.058 -0.342
C -5.68752 -4.30280 1.48701 -0.401 -0.029 -0.484
C -6.23948 -3.88381 2.82379 -0.354 0.048 -0.103
O -6.39934 -4.36930 0.50381 0.337 0.036 0.356
H -3.96024 -4.92084 0.39779 -0.018 0.001 0.140
H -3.62698 -3.76269 1.69926 0.039 -0.118 0.178
H -3.99702 -5.47283 2.08259 0.097 0.153 0.107
H -5.73554 -2.97793 3.16674 0.094 -0.138 0.138
H -6.10540 -4.68811 3.54999 0.151 0.136 0.078
H -7.30608 -3.67536 2.72530 0.124 -0.031 -0.019